# 1
This record from the OMol25 dataset describes a 3-piece molecular cluster, C7H12Cl4O2 overall. The level of theory is ωB97M-V with the def2-TZVPD basis set.

Last column: Löwdin spin population.
Positions of all 25 atoms, in Å:
C: -1.0637 5.8193 -3.1841  0.195
Cl: 0.2783 6.3165 -2.2124  0.141
Cl: -0.9663 6.3187 -4.8645  0.201
Cl: -1.1670 3.9947 -3.0492  0.273
Cl: -2.5176 6.3774 -2.5073  0.095
C: 0.6286 0.9784 1.4163  0.005
C: -0.0926 1.6089 0.2289  0.008
O: -0.4977 2.7721 0.2294  0.005
C: -0.2449 0.7894 -1.0336  0.029
H: 1.4670 0.3581 1.0994  0.001
H: -0.1027 0.3519 1.9270  0.001
H: 0.9646 1.8440 1.9872  0.001
H: -0.7082 1.4352 -1.7795  0.026
H: -0.9553 -0.0329 -0.9484  0.004
H: 0.7597 0.6625 -1.4370  0.003
C: 1.3159 -4.9296 1.6560  0.002
C: 0.7568 -3.4751 1.6423  0.003
O: 1.4925 -2.4886 1.8208  0.001
C: -0.6795 -3.2325 1.1426  0.005
H: 2.1809 -5.1826 2.2690  0.000
H: 1.6017 -5.2871 0.6668  0.000
H: 0.5629 -5.5979 2.0738  0.000
H: -0.9709 -3.9588 0.3838  0.001
H: -0.5644 -2.2980 0.5935  0.001
H: -1.4781 -3.1441 1.8791  0.001

Values from the calculation:
Spin multiplicity ... 2
⟨S²⟩ ... 0.75
Net charge ... -1
E_LUMO (alpha / beta) ... 2.15 / 2.12 eV


# 2
This record from the OMol25 dataset describes CH2Cl2O as an isolated structure. The level of theory is ωB97M-V with the def2-TZVPD basis set.

Last column: Löwdin charge in e.
Positions of all 6 atoms, in Å:
C: 1.6031 0.6443 0.5115  -1.022
O: 0.0950 -0.6852 -1.0016  -0.276
Cl: 1.9306 1.3847 -0.9385  0.572
Cl: 2.5527 -0.7437 0.6883  0.518
H: 0.6607 -1.6846 -0.6599  0.166
H: -0.8610 -0.9119 -1.0636  0.042

Values from the calculation:
Energy above the lowest of the compared OMol25 structures with the same formula, charge and spin ... 82.0 kcal per mole
Net charge ... 0
E_LUMO ... -0.46 eV


# 3
This record from the OMol25 dataset describes a 2-piece molecular cluster, C4H11NO overall. The level of theory is ωB97M-V with the def2-TZVPD basis set.

Last column: Löwdin charge in e.
Positions of all 17 atoms, in Å:
C: 1.5319 -0.7883 -1.8458  -0.003
C: 0.2159 -1.2875 -1.3121  -0.573
N: -0.2656 -2.4559 -1.8553  0.144
O: -0.4305 -0.7112 -0.4617  0.033
H: 1.9026 -1.3738 -2.6828  0.071
H: 2.2514 -0.7504 -1.0303  0.089
H: 1.3729 0.2349 -2.1761  0.086
H: -0.8747 -2.9931 -1.2582  0.104
H: 0.2729 -2.9769 -2.5247  0.088
C: -0.9914 1.7201 1.1820  -0.184
C: -0.5216 1.5823 2.6129  -0.176
H: -1.2115 0.7441 0.7350  0.026
H: -1.9040 2.2857 0.9901  0.062
H: -0.1915 2.1148 0.5535  0.060
H: 0.0739 2.4299 2.9682  0.056
H: 0.1457 0.7432 2.8196  0.059
H: -1.3763 1.4820 3.2857  0.058

Values from the calculation:
Energy above the lowest of the compared OMol25 structures with the same formula, charge and spin ... 7.5 kcal per mole
Net charge ... 0
E_LUMO ... 0.80 eV


# 4
This record from the OMol25 dataset describes C4H12SSi as an isolated structure. The level of theory is ωB97M-V with the def2-TZVPD basis set.

Last column: Löwdin charge in e.
Positions of all 18 atoms, in Å:
C: -1.3742 1.8185 0.4383  -0.218
C: -2.2084 -1.3385 -0.1020  -0.242
C: 1.1000 -0.6093 0.5503  -0.244
C: 1.9139 0.1451 -0.5546  -0.769
Si: -1.0036 0.1283 -0.3876  0.780
S: 3.6594 0.1840 -0.2299  0.678
H: -0.5011 2.2292 0.9407  0.026
H: -1.5499 2.4568 -0.3702  -0.014
H: -2.1645 1.8006 1.1969  0.030
H: -3.0615 -1.4013 -0.8743  0.046
H: -1.8663 -2.3790 -0.1084  0.022
H: -2.5286 -1.0635 0.8750  -0.009
H: 1.3097 -1.6896 0.5145  0.036
H: 1.3554 -0.2481 1.5178  0.013
H: 1.6599 1.1664 -0.4959  0.012
H: 1.8707 -0.4957 -1.4919  0.070
H: -0.3318 0.3484 -1.6169  -0.050
H: 3.7210 -1.0522 0.1982  -0.166

Values from the calculation:
Energy above the lowest of the compared OMol25 structures with the same formula, charge and spin ... 69.2 kcal per mole
Net charge ... 0
E_LUMO ... 0.71 eV


> Which of these has the lowest net charge?

C7H12Cl4O2


> Which formula does entry 4 have?

C4H12SSi


> What is the formula in the second record?

CH2Cl2O


> What is the net charge in the third record?

0